Density functional theory data (wB97M-V/def2-TZVPD) for C34H44N6O3PRu as an isolated structure at a distorted geometry.

Each line ends with the Löwdin charge.
Atoms and positions in Å:
Ru: 0.677 -0.173 -0.105  1.10
C: -0.335 0.450 -3.407  -0.09
O: -0.328 1.200 -2.207  -0.35
C: 0.100 2.540 -2.397  -0.18
C: 0.021 3.258 -1.051  -0.17
O: 0.921 2.754 -0.080  -0.25
C: 2.139 3.483 -0.037  -0.08
H: -1.064 0.860 -4.112  0.11
H: -0.621 -0.566 -3.136  0.07
H: 0.653 0.443 -3.872  0.10
H: -0.568 3.044 -3.109  0.14
H: 1.123 2.556 -2.797  0.12
H: -0.983 3.124 -0.638  0.10
H: 0.198 4.326 -1.211  0.14
H: 1.938 4.558 -0.028  0.10
H: 2.786 3.245 -0.888  0.09
H: 2.637 3.229 0.898  0.08
O: 0.969 -3.058 0.928  -0.07
N: -0.167 -2.255 0.821  -0.07
C: -1.146 -2.680 1.525  -0.06
C: -2.463 -2.107 1.630  -0.20
C: -3.373 -2.794 2.450  0.00
C: -4.671 -2.357 2.616  -0.03
C: -5.095 -1.219 1.947  -0.02
C: -4.216 -0.539 1.126  -0.07
C: -2.902 -0.958 0.954  -0.27
P: -1.880 0.121 -0.142  1.14
C: -2.045 1.607 0.912  -0.37
C: -1.032 1.746 1.860  -0.13
C: -1.078 2.755 2.803  -0.05
C: -2.158 3.625 2.824  -0.04
C: -3.166 3.497 1.883  -0.04
C: -3.116 2.497 0.925  -0.09
C: -3.042 0.268 -1.537  -0.36
C: -3.637 -0.913 -1.981  -0.09
C: -4.563 -0.890 -3.006  -0.05
C: -4.897 0.311 -3.612  -0.04
C: -4.277 1.483 -3.205  -0.04
C: -3.346 1.465 -2.181  -0.09
H: 1.423 -2.971 0.063  0.05
H: -0.983 -3.594 2.099  0.15
H: -3.048 -3.691 2.957  0.12
H: -5.351 -2.894 3.258  0.12
H: -6.105 -0.856 2.059  0.12
H: -4.558 0.338 0.602  0.10
H: -0.199 1.025 1.830  0.05
H: -0.285 2.870 3.527  0.11
H: -2.211 4.399 3.573  0.12
H: -4.002 4.180 1.898  0.12
H: -3.910 2.426 0.197  0.10
H: -3.380 -1.849 -1.504  0.11
H: -5.036 -1.807 -3.321  0.12
H: -5.626 0.330 -4.405  0.12
H: -4.528 2.414 -3.690  0.12
H: -2.866 2.386 -1.882  0.10
N: 2.987 0.936 -2.177  0.09
C: 2.258 0.506 -1.398  -0.33
C: 1.646 -4.330 -4.490  0.01
N: 1.898 -3.477 -3.359  -0.11
C: 3.124 -3.166 -2.856  -0.02
C: 2.905 -2.355 -1.783  -0.14
N: 1.559 -2.159 -1.627  -0.03
C: 0.988 -2.852 -2.599  -0.14
H: 2.495 -4.994 -4.635  0.11
H: 1.507 -3.736 -5.394  0.11
H: 0.751 -4.926 -4.315  0.10
H: 4.036 -3.534 -3.280  0.14
H: 3.628 -1.917 -1.125  0.09
H: -0.070 -2.932 -2.755  0.14
C: 3.020 -1.498 2.311  -0.15
C: 4.176 -1.386 3.368  -0.12
N: 4.560 -0.008 3.457  -0.18
C: 3.493 0.814 3.948  -0.12
C: 2.285 0.676 2.951  -0.15
N: 2.685 -0.165 1.830  -0.16
C: 3.857 0.407 1.176  -0.16
C: 5.041 0.475 2.197  -0.12
H: 2.145 -1.965 2.763  0.11
H: 3.345 -2.112 1.471  0.11
H: 5.035 -1.983 3.059  0.13
H: 3.842 -1.735 4.346  0.13
H: 3.834 1.849 4.007  0.13
H: 3.207 0.489 4.949  0.13
H: 1.991 1.659 2.574  0.10
H: 1.435 0.216 3.462  0.12
H: 3.612 1.403 0.811  0.08
H: 4.131 -0.210 0.320  0.09
H: 5.384 1.503 2.307  0.13
H: 5.879 -0.135 1.862  0.13

Cartesian forces (eV/Å) of the 6 atoms listed first:
Ru 0.77 -1.09 -1.90
C 0.01 -0.27 -0.31
O 0.12 -0.11 0.56
C 0.35 0.55 0.34
C -0.25 -0.15 -0.44
O -0.24 -0.31 -0.02

## Properties
- charge = +2
- spin multiplicity = 2
- LUMO (spin up / spin down) (eV) = -8.044 / -7.277
- largest force on an atom (eV/Å) = 2.73

Density functional theory data (wB97M-V/def2-TZVPD) for C34H45AsCl5FeGeN5O2Si3 as an isolated structure at a distorted geometry.

Each line ends with the Löwdin charge.
Atoms and positions in Å:
Fe: -0.230 -0.254 0.056  0.02
N: 0.251 0.240 2.143  0.01
N: 1.555 0.774 2.134  -0.01
C: 2.448 0.275 1.211  -0.46
N: 3.720 0.693 1.297  0.21
N: 1.964 -0.568 0.332  0.05
N: 2.733 -0.955 -0.714  -0.30
O: 2.342 -2.137 -1.255  -0.21
O: 3.880 -0.514 -0.999  -0.03
H: -0.396 0.977 2.418  0.08
H: 0.166 -0.519 2.817  0.06
H: 1.945 1.031 3.029  0.16
H: 3.938 1.517 1.834  0.12
H: 4.282 0.486 0.478  0.09
Cl: -0.557 -2.399 -3.459  0.70
C: -0.151 -0.745 -3.221  -0.67
C: -0.141 -0.183 -1.938  -0.31
C: 0.289 1.137 -1.898  -0.65
Cl: 0.381 1.895 -0.345  0.88
C: 0.651 1.902 -3.002  -0.70
Cl: 1.168 3.527 -2.819  0.72
C: 0.564 1.321 -4.258  -0.70
Cl: 0.939 2.235 -5.657  0.73
C: 0.172 -0.012 -4.364  -0.70
Cl: 0.092 -0.745 -5.914  0.71
C: -7.559 -0.352 0.148  -0.07
C: -6.914 0.232 -0.932  -0.07
C: -5.539 0.405 -0.909  -0.11
C: -4.797 0.016 0.200  -0.34
C: -5.447 -0.574 1.277  -0.13
C: -6.820 -0.760 1.248  -0.07
As: -2.825 0.258 0.210  1.37
C: -2.839 2.045 -0.554  -0.34
C: -2.877 2.374 -1.899  -0.11
C: -2.843 3.707 -2.283  -0.06
C: -2.763 4.703 -1.321  -0.06
C: -2.722 4.380 0.027  -0.01
C: -2.764 3.048 0.421  -0.21
C: -2.700 2.555 1.804  -0.19
C: -2.616 3.329 2.958  -0.01
C: -2.576 2.722 4.205  -0.06
C: -2.630 1.337 4.321  -0.07
C: -2.722 0.555 3.177  -0.13
C: -2.752 1.158 1.927  -0.34
H: -8.633 -0.482 0.134  0.11
H: -7.480 0.551 -1.798  0.11
H: -5.053 0.861 -1.761  0.09
H: -4.888 -0.875 2.155  0.09
H: -7.316 -1.224 2.091  0.11
H: -2.912 1.591 -2.651  0.11
H: -2.869 3.965 -3.334  0.11
H: -2.727 5.741 -1.624  0.11
H: -2.654 5.168 0.766  0.11
H: -2.589 4.409 2.890  0.11
H: -2.514 3.330 5.098  0.11
H: -2.604 0.871 5.297  0.11
H: -2.768 -0.526 3.253  0.08
C: -3.740 -2.397 -2.118  -0.22
Si: -2.754 -3.317 -0.783  0.35
C: -2.445 -5.091 -1.386  -0.22
C: -3.736 -3.322 0.842  -0.21
Ge: -0.445 -2.499 -0.351  0.75
Si: 3.523 -3.164 -1.999  0.49
C: 4.975 -3.376 -0.827  -0.15
C: 3.948 -2.444 -3.673  -0.14
C: 2.536 -4.760 -2.063  -0.15
Si: -0.167 -3.156 2.094  0.40
C: 1.673 -2.943 2.541  -0.22
C: -1.189 -2.651 3.628  -0.21
C: -0.434 -5.025 1.862  -0.23
H: -4.804 -2.629 -2.024  0.04
H: -3.416 -2.683 -3.118  0.01
H: -3.636 -1.316 -2.028  -0.02
H: -3.354 -5.696 -1.376  0.04
H: -1.701 -5.593 -0.766  0.01
H: -2.066 -5.079 -2.410  0.02
H: -4.772 -3.626 0.676  0.05
H: -3.751 -2.320 1.277  -0.03
H: -3.298 -4.005 1.570  0.01
H: 5.614 -2.494 -0.807  0.03
H: 5.589 -4.222 -1.143  0.04
H: 4.638 -3.575 0.192  0.03
H: 4.334 -1.429 -3.571  0.03
H: 3.078 -2.411 -4.332  0.03
H: 4.714 -3.049 -4.162  0.04
H: 2.165 -5.028 -1.072  0.03
H: 3.179 -5.571 -2.412  0.04
H: 1.681 -4.699 -2.735  0.02
H: 1.984 -1.901 2.622  -0.01
H: 2.288 -3.405 1.766  0.02
H: 1.902 -3.435 3.489  0.04
H: -0.981 -1.647 4.005  0.00
H: -0.975 -3.348 4.440  0.04
H: -2.259 -2.712 3.420  0.01
H: 0.148 -5.390 1.013  0.02
H: -1.482 -5.266 1.677  0.01
H: -0.117 -5.578 2.748  0.04

Cartesian forces (eV/Å) of the 6 atoms listed first:
Fe 0.07 -2.25 0.82
N 0.17 0.24 0.26
N 0.16 0.09 0.20
C 0.30 -0.38 -0.40
N -0.13 0.15 0.23
N -0.13 0.20 0.56

## Properties
- charge = +1
- spin multiplicity = 6
- energy above the lowest of the compared OMol25 structures with the same formula, charge and spin (kcal per mole) = 41.66
- LUMO (spin up / spin down) (eV) = -2.722 / -3.333
- largest force on an atom (eV/Å) = 2.39